# 1
Molecular formula: C14H39ClN3O8
Method: DFT, the ωB97M-V functional and the def2-TZVPD basis

Structure (ORCA input):
```
! RIJCOSX wB97M-V def2-TZVPD def2/J DEFGRID3
* xyz -1 1
Cl 1.61660 1.31653 -4.10170
O 0.58489 2.17534 -3.62774
O 0.97970 0.24300 -4.83147
O 2.54009 2.01792 -4.97666
O 2.34002 0.73614 -2.95934
C -3.42330 -2.67786 -2.75338
C -3.31455 -1.75798 -1.51143
C -4.72137 -0.97748 -1.27024
O -4.65849 -0.15224 -0.13582
C -5.95499 0.39913 0.19083
N -2.94800 -2.69275 -0.42746
H -4.18415 -3.44553 -2.61234
H -2.45998 -3.09382 -3.04850
H -3.67037 -2.05626 -3.61401
H -2.48746 -1.05706 -1.62432
H -5.61559 -1.59994 -1.23867
H -4.78041 -0.24301 -2.07347
H -6.43490 0.88148 -0.66071
H -5.90151 1.22551 0.89958
H -6.70880 -0.37820 0.31584
H -2.54657 -3.38561 -1.04300
H -3.88864 -3.05597 -0.36941
C -0.53762 3.22069 2.29308
C 0.30872 1.97280 2.38555
C 1.60290 2.26515 3.14187
O 2.00803 1.16619 3.91971
C 3.24319 1.44542 4.60575
N -0.54831 0.93585 2.95063
H 0.03868 3.98151 1.76665
H -0.94346 3.56044 3.24595
H -1.38009 3.08095 1.61571
H 0.68511 1.64537 1.41642
H 1.42198 3.07824 3.84488
H 2.32934 2.58224 2.39363
H 4.00507 1.74726 3.88706
H 3.48228 0.52485 5.13820
H 3.13848 2.27177 5.30880
H -1.46646 1.20804 2.62966
H -0.69596 1.36145 3.85461
C 3.22861 -5.26337 -0.18145
C 1.82298 -5.10041 0.35107
C 1.48043 -6.25942 1.28430
O 0.37937 -5.89707 2.09913
C -0.16018 -6.92027 2.88382
N 1.80664 -3.72690 0.92748
H 3.29225 -6.30195 -0.50612
H 4.02302 -5.06956 0.53927
H 3.31069 -4.60109 -1.04328
H 1.08968 -5.05696 -0.45421
H 2.33109 -6.29852 1.96471
H 1.36359 -7.18983 0.72863
H -0.88670 -6.66011 3.65362
H 0.73187 -7.28309 3.39441
H -0.54498 -7.73532 2.27087
H 2.71972 -3.66123 1.35420
H 2.05445 -3.13125 0.15038
C 1.80976 7.98203 -3.22835
C 2.96090 8.83651 -3.73881
O 2.55474 10.19591 -3.77548
H 1.44091 8.27320 -2.24486
H 2.27957 7.05304 -2.90532
H 1.00579 7.88351 -3.95775
H 3.03335 8.51016 -4.77628
H 3.92534 8.71865 -3.24479
H 1.89300 10.23379 -4.46994
*
```

Its total energy is -1782.80567 Ha. The energy relative to the best compared isomer or geometry (same formula, charge and spin) comes out at 3.5031 eV. Its largest force on an atom is 0.051 hartree/bohr. As for the HOMO-LUMO gap: 0.3010 hartree. For the HOMO energy, the calculation gives -5.598 eV.


# 2
Molecular formula: C27H37N4O3P2PdS
Method: DFT, the ωB97M-V functional and the def2-TZVPD basis

Structure (ORCA input):
```
! RIJCOSX wB97M-V def2-TZVPD def2/J DEFGRID3
* xyz -1 1
Pd -0.36735 -0.25748 -0.31298
N -0.36164 -4.45719 1.19631
C 0.06390 -3.17703 0.84582
S 0.10662 -2.77184 -0.80658
N 0.39580 -2.40971 1.86299
N 0.32003 -1.09321 1.70402
C 0.94925 -0.27093 2.52167
C 1.98583 -0.60625 3.51560
C 2.08187 -1.85550 4.14954
C 3.10813 -2.12873 5.04066
C 4.07754 -1.17855 5.32452
C 3.99580 0.06442 4.71349
C 2.96771 0.34717 3.83166
C 0.53618 1.12335 2.35180
C 0.39113 2.00163 3.43878
C -0.05097 3.28781 3.22517
C -0.35029 3.69152 1.92331
C -0.20820 2.76410 0.91222
N 0.21973 1.51544 1.10074
H -0.22049 -5.12683 0.46007
H -0.04199 -4.76113 2.10412
H 1.34166 -2.60300 3.92542
H 3.14674 -3.09760 5.52528
H 4.89417 -1.40556 5.99936
H 4.74399 0.82137 4.91922
H 2.93540 1.31939 3.35746
H 0.61581 1.65554 4.43942
H -0.17898 3.97242 4.05484
H -0.67805 4.70072 1.71060
H -0.43389 3.02693 -0.11690
C 1.45705 2.12746 -2.71142
P 1.31685 0.40331 -2.03158
C 0.63254 -0.38796 -3.54609
C 3.08743 -0.05100 -2.16920
C 4.01287 0.67610 -1.41599
C 5.36050 0.36155 -1.44016
C 5.81256 -0.70716 -2.20466
C 4.89989 -1.46085 -2.92657
C 3.54925 -1.13839 -2.90833
H 1.94350 2.78704 -1.99250
H 0.44674 2.49974 -2.89228
H 2.02018 2.13565 -3.64806
H 1.23952 -0.19103 -4.43471
H -0.37304 0.01147 -3.67453
H 0.53275 -1.46029 -3.37737
H 3.66039 1.48834 -0.78838
H 6.06420 0.93697 -0.85010
H 6.86629 -0.95697 -2.22581
H 5.24377 -2.31060 -3.50492
H 2.85036 -1.75156 -3.46260
C -4.29590 3.14609 -1.67872
C -3.17784 2.12361 -1.77367
O -3.58321 0.94794 -1.09763
P -2.49495 -0.31676 -1.08545
O -3.45428 -1.31349 -0.23234
C -3.19778 -1.59978 1.14427
C -4.23896 -0.92478 2.02255
O -2.77309 -0.90690 -2.57721
C -4.07218 -1.30900 -3.01749
C -4.59146 -0.35119 -4.07710
H -4.06935 4.01618 -2.29712
H -4.42468 3.46358 -0.64341
H -5.23093 2.69989 -2.02033
H -2.26135 2.51329 -1.31681
H -2.95904 1.90077 -2.82581
H -2.19936 -1.24995 1.41255
H -3.22366 -2.68505 1.25719
H -4.28145 0.13738 1.77572
H -3.96407 -1.03163 3.07364
H -5.22894 -1.35814 1.86654
H -4.76265 -1.35188 -2.17659
H -3.96603 -2.31520 -3.42828
H -4.79673 0.62332 -3.63257
H -5.51236 -0.73874 -4.51791
H -3.84879 -0.22264 -4.86641
*
```

Its total energy is -2704.69931 Ha. The energy relative to the best compared isomer or geometry (same formula, charge and spin) comes out at 0.0000 eV. Its largest force on an atom is 0.034 hartree/bohr. As for the HOMO-LUMO gap: 0.1981 hartree. For the HOMO energy, the calculation gives -2.602 eV.


# 3
Molecular formula: C11H22N3O2PtSSbSe4Si
Method: DFT, the ωB97M-V functional and the def2-TZVPD basis

Structure (ORCA input):
```
! RIJCOSX wB97M-V def2-TZVPD def2/J DEFGRID3
* xyz 0 5
Pt 0.62792 -0.51386 0.07132
N -2.54684 -1.35802 -4.28774
C -1.53510 -0.62792 -3.75328
C -0.92999 -1.01188 -2.53988
N 0.05974 -0.29957 -2.04093
C 0.47291 0.80095 -2.68736
C -0.15258 1.16611 -3.85951
N -1.14967 0.46879 -4.39446
H -2.77910 -2.26064 -3.91902
H -2.88130 -1.10111 -5.19872
H -1.23224 -1.89559 -1.99381
H 1.30163 1.34545 -2.25977
H 0.16343 2.05601 -4.38924
O -1.81763 -0.15179 0.57128
S -1.97538 -0.04444 2.06768
C -3.28525 -1.22458 2.50822
C -4.61559 -0.50418 2.33892
C -4.38604 0.88741 2.92185
C -3.07843 1.38831 2.31667
H -3.11487 -1.52556 3.54393
H -3.12899 -2.08552 1.85983
H -5.42637 -1.03470 2.83792
H -4.86395 -0.43318 1.27788
H -4.29862 0.82239 4.00926
H -5.20263 1.57568 2.70268
H -2.56011 2.14241 2.90564
H -3.21266 1.76184 1.30046
C 3.21265 2.64253 1.59515
Si 1.84865 1.61475 2.36032
C 0.87331 2.66794 3.56706
C 2.55557 0.13247 3.26151
O 0.77996 1.13536 1.19303
H 3.89980 3.00440 2.36493
H 2.81466 3.51039 1.06713
H 3.79530 2.04911 0.88738
H 1.51935 3.08987 4.34053
H 0.10987 2.06582 4.06657
H 0.37219 3.49398 3.05933
H 2.81343 0.39251 4.29125
H 3.45050 -0.24999 2.76804
H 1.82869 -0.68263 3.29600
Se 3.21999 -0.69017 -0.53257
Sb 2.64072 -3.06297 -0.66827
Se 0.54297 -2.81202 0.74105
Se 4.29044 -4.41884 0.64005
Se 2.07294 -4.07758 -2.72077
*
```

Its total energy is -11400.08998 Ha. Its largest force on an atom is 0.007 hartree/bohr. As for the HOMO-LUMO gap (spin up / spin down): 0.2518 / 0.2035 hartree. For the HOMO energy (spin up / spin down), the calculation gives -7.362 / -7.912 eV.


Q: Among the records above, which one has the highest largest force on an atom?
A: C14H39ClN3O8